Entry from the OMol25 dataset: 2 unconnected molecules or ions with the total composition C6H14FNP at a distorted geometry (ωB97M-V/def2-TZVPD).

- Strongest force on any atom: 3.7 eV/A
- HOMO energy (alpha / beta): -11.546 / -14.046 eV
- Orbital gap (alpha / beta): 7.17 / 7.86 eV
- E: -19931.265 eV

Geometry as ORCA input:
```
! wB97M-V def2-TZVPD RIJCOSX def2/J DEFGRID3
* xyz 1 3
C -3.133 -0.229 0.184
C -1.723 1.686 -0.324
C 1.801 0.584 0.331
C 1.621 -0.944 0.380
C 0.522 1.310 0.685
C 1.809 -1.648 -0.984
N -0.551 0.869 -0.291
F 0.801 -0.922 -1.824
P -2.128 -1.240 0.975
H -4.176 -0.128 -0.010
H -1.842 2.294 0.498
H -2.289 1.747 -1.210
H 2.713 0.797 0.905
H 2.184 1.073 -0.631
H 0.642 -1.237 0.717
H 2.354 -1.401 1.018
H 0.170 0.913 1.670
H 0.654 2.474 0.620
H 2.759 -1.390 -1.402
H 1.472 -2.645 -1.128
H -0.806 -0.216 0.123
H -0.075 0.644 -1.198
H -2.777 -2.392 0.897
*
```

=====

Entry from the OMol25 dataset: a molecular structure, C22H38O5Sc (ωB97M-V/def2-TZVPD).

- Strongest force on any atom: 0.6 eV/A
- Energy above the lowest of the compared OMol25 structures with the same formula, charge and spin: 4.57 kJ/mol
- HOMO energy: -18.518 eV
- Orbital gap: 8.75 eV
- E: -54345.206 eV

Geometry as ORCA input:
```
! wB97M-V def2-TZVPD RIJCOSX def2/J DEFGRID3
* xyz 3 1
Sc 0.028 -0.386 0.032
C 0.765 -3.027 1.737
C 1.941 -2.102 1.842
O 2.025 -1.309 0.632
C 2.827 -1.845 -0.450
C 1.937 -2.482 -1.490
O 0.743 -1.661 -1.568
C -0.131 -1.938 -2.697
C -1.523 -2.043 -2.152
O -1.695 -0.942 -1.222
C -3.075 -0.800 -0.795
C -3.087 0.120 0.405
O -1.923 -0.119 1.225
C -2.085 -1.033 2.336
C -1.634 -2.397 1.904
O -0.340 -2.206 1.267
H 0.530 -3.449 2.712
H 0.918 -3.841 1.030
H 2.871 -2.645 2.002
H 1.806 -1.394 2.657
H 3.545 -2.564 -0.059
H 3.373 -1.007 -0.866
H 1.634 -3.498 -1.238
H 2.437 -2.486 -2.457
H 0.159 -2.874 -3.171
H -0.025 -1.126 -3.414
H -1.684 -2.975 -1.610
H -2.253 -1.961 -2.957
H -3.460 -1.793 -0.563
H -3.660 -0.377 -1.611
H -3.991 -0.029 0.992
H -3.041 1.161 0.105
H -3.120 -1.037 2.674
H -1.456 -0.652 3.139
H -2.305 -2.857 1.181
H -1.538 -3.062 2.759
C 1.598 1.593 2.600
C 0.974 1.687 1.225
C 1.767 1.489 0.067
C 3.268 1.471 0.173
C 1.149 1.493 -1.200
C 1.963 1.260 -2.452
C -0.183 1.977 -1.327
C -0.771 2.196 -2.695
C -0.867 2.449 -0.195
C -2.071 3.336 -0.387
C -0.336 2.204 1.090
C -1.100 2.627 2.312
H 2.478 0.960 2.614
H 0.905 1.210 3.347
H 1.908 2.584 2.941
H 3.768 0.961 -0.642
H 3.640 1.067 1.107
H 3.594 2.515 0.124
H 2.355 2.212 -2.820
H 1.376 0.832 -3.259
H 2.815 0.609 -2.287
H -0.412 3.152 -3.088
H -1.856 2.243 -2.681
H -0.477 1.433 -3.410
H -2.826 2.916 -1.051
H -1.735 4.261 -0.864
H -2.554 3.615 0.542
H -0.883 3.679 2.524
H -0.824 2.065 3.198
H -2.175 2.538 2.181
*
```

=====

Entry from the OMol25 dataset: a gas-phase ion, C4H3O2 (charge +1) at a distorted geometry (ωB97M-V/def2-TZVPD).

- Strongest force on any atom: 6.1 eV/A
- Energy above the lowest of the compared OMol25 structures with the same formula, charge and spin: 599.20 kJ/mol
- HOMO energy: -16.977 eV
- Orbital gap: 10.57 eV
- E: -8275.406 eV

Geometry as ORCA input:
```
! wB97M-V def2-TZVPD RIJCOSX def2/J DEFGRID3
* xyz 1 1
C 0.726 -0.133 0.008
C -1.588 -0.467 -0.016
C -0.527 0.095 -0.807
C -0.525 0.002 0.838
O 1.805 0.998 -0.030
O -1.244 0.931 0.070
H 1.208 -1.104 -0.054
H -2.546 -0.946 -0.062
H 2.690 0.623 0.052
*
```

=====

Entry from the OMol25 dataset: a molecular structure, C51H44AsBiCl3N5O7S6 at a distorted geometry (ωB97M-V/def2-TZVPD).

- Strongest force on any atom: 2.0 eV/A
- Energy above the lowest of the compared OMol25 structures with the same formula, charge and spin: 24.33 kJ/mol
- HOMO energy: -1.816 eV
- Orbital gap: 5.41 eV
- E: -244646.001 eV

Geometry as ORCA input:
```
! wB97M-V def2-TZVPD RIJCOSX def2/J DEFGRID3
* xyz -2 1
Bi -0.384 1.639 -0.650
S -1.590 0.491 3.890
As -0.615 1.841 2.581
S -1.974 2.611 0.996
S 0.972 0.922 1.269
S 0.082 3.368 3.848
C 2.536 -2.580 6.892
C 2.370 -2.429 5.409
C 3.437 -2.669 4.549
C 3.291 -2.496 3.187
C 2.062 -2.123 2.666
C 0.996 -1.869 3.506
C 1.160 -2.010 4.874
S 1.949 -1.837 0.877
O 3.368 -1.550 0.543
C 2.014 -3.581 0.309
C 2.240 -4.626 1.213
C 2.653 -5.855 0.786
C 2.977 -6.054 -0.570
C 3.509 -7.275 -1.030
C 3.819 -7.456 -2.348
C 3.655 -6.395 -3.252
C 3.131 -5.202 -2.836
C 2.736 -5.004 -1.495
C 2.131 -3.782 -1.051
C 1.528 -2.960 -2.127
C 0.582 -3.699 -2.923
C 0.000 -4.900 -2.464
C -0.973 -5.541 -3.177
C -1.413 -5.031 -4.404
C -0.880 -3.867 -4.877
C 0.099 -3.169 -4.145
C 0.555 -1.902 -4.564
C 1.309 -1.153 -3.716
C 1.761 -1.649 -2.481
S 2.442 -0.293 -1.448
O 1.870 0.920 -2.070
C 4.053 -0.422 -2.293
C 4.414 0.603 -3.147
C 5.594 0.527 -3.865
C 6.434 -0.567 -3.726
C 7.694 -0.676 -4.537
C 6.082 -1.571 -2.827
C 4.899 -1.504 -2.111
H 3.299 -3.320 7.129
H 1.597 -2.873 7.354
H 2.838 -1.626 7.323
H 4.390 -2.985 4.952
H 4.119 -2.639 2.508
H 0.048 -1.535 3.118
H 0.328 -1.767 5.516
H 2.049 -4.458 2.261
H 2.765 -6.671 1.485
H 3.662 -8.066 -0.308
H 4.215 -8.401 -2.694
H 3.942 -6.532 -4.285
H 3.036 -4.384 -3.534
H 0.272 -5.281 -1.493
H -1.439 -6.430 -2.774
H -2.199 -5.537 -4.949
H -1.243 -3.423 -5.796
H 0.242 -1.511 -5.524
H 1.571 -0.133 -3.962
H 3.756 1.455 -3.242
H 5.863 1.325 -4.544
H 7.819 0.192 -5.181
H 7.662 -1.569 -5.162
H 8.568 -0.754 -3.891
H 6.745 -2.416 -2.697
H 4.634 -2.271 -1.401
C -2.185 0.106 -3.319
C -2.549 -0.508 -1.967
C -3.833 -1.328 -2.084
O -2.728 0.542 -1.032
C -1.368 -1.407 -1.488
O -1.468 -2.619 -1.612
O -0.373 -0.791 -0.989
H -2.848 0.943 -3.530
H -2.281 -0.650 -4.094
H -1.160 0.469 -3.300
H -4.609 -0.740 -2.570
H -4.166 -1.625 -1.094
H -3.633 -2.227 -2.660
H -2.760 0.109 -0.129
Cl 1.092 6.738 -1.409
C 0.492 5.639 -2.635
Cl -0.752 6.430 -3.594
Cl 1.825 5.156 -3.692
C -0.039 4.296 -2.014
O -0.951 3.754 -2.614
O 0.593 3.939 -1.010
C -4.802 -0.205 2.003
C -3.723 -1.208 1.856
N -2.630 -1.002 1.170
C -1.836 -2.092 1.345
C -2.471 -2.989 2.139
N -3.686 -2.429 2.461
C -4.707 -3.106 3.200
N -5.112 -4.314 2.526
N -4.950 -5.522 3.096
N -5.310 -6.445 2.297
C -5.722 -5.881 1.127
C -6.205 -6.437 -0.059
C -6.550 -5.565 -1.066
C -6.425 -4.179 -0.920
C -5.951 -3.605 0.241
C -5.597 -4.476 1.262
H -4.361 0.779 1.856
H -5.227 -0.242 3.003
H -5.592 -0.348 1.262
H -0.868 -2.157 0.893
H -2.183 -3.958 2.490
H -5.567 -2.435 3.320
H -4.332 -3.414 4.184
H -6.296 -7.506 -0.170
H -6.930 -5.955 -2.000
H -6.703 -3.542 -1.746
H -5.853 -2.537 0.343
*
```

=====

Entry from the OMol25 dataset: a molecular structure, C25H34NOS5V at a distorted geometry (ωB97M-V/def2-TZVPD).

- Strongest force on any atom: 1.3 eV/A
- Energy above the lowest of the compared OMol25 structures with the same formula, charge and spin: 11.13 kJ/mol
- HOMO energy (alpha / beta): 0.208 / 0.217 eV
- Orbital gap (alpha / beta): 4.20 / 4.19 eV
- E: -109878.965 eV

Geometry as ORCA input:
```
! wB97M-V def2-TZVPD RIJCOSX def2/J DEFGRID3
* xyz -2 3
V -0.398 0.208 0.081
C -1.157 -0.243 2.284
C -0.106 -1.195 2.332
C 1.126 -0.448 2.373
C 0.769 0.917 2.321
C -0.636 1.070 2.280
C -1.436 2.297 2.689
C -0.628 3.583 2.512
C -2.746 2.391 1.907
C -1.772 2.155 4.182
C 2.604 -0.851 2.551
C 2.806 -1.828 3.715
C 3.411 0.406 2.912
C 3.269 -1.433 1.299
C -0.445 -2.697 2.390
C 0.413 -3.543 1.447
C -1.900 -2.950 1.969
C -0.349 -3.211 3.838
H -2.207 -0.479 2.323
H 1.465 1.740 2.297
H -0.356 3.754 1.472
H 0.292 3.545 3.100
H -1.214 4.436 2.869
H -2.591 2.427 0.828
H -3.296 3.290 2.205
H -3.387 1.528 2.106
H -0.857 2.117 4.778
H -2.328 1.233 4.363
H -2.377 3.000 4.527
H 2.354 -1.448 4.635
H 3.880 -1.952 3.887
H 2.393 -2.810 3.518
H 2.987 0.922 3.776
H 3.448 1.105 2.077
H 4.438 0.115 3.149
H 2.752 -2.309 0.913
H 4.299 -1.724 1.536
H 3.291 -0.702 0.494
H 0.335 -3.168 0.425
H 0.053 -4.578 1.456
H 1.462 -3.561 1.724
H -2.105 -2.576 0.969
H -2.600 -2.497 2.673
H -2.077 -4.031 1.985
H 0.623 -3.059 4.293
H -0.580 -4.281 3.870
H -1.085 -2.689 4.455
S 2.636 3.665 -5.727
C 1.999 2.902 -4.365
S 0.752 3.539 -3.407
C 0.680 2.314 -2.181
C 1.556 1.292 -2.346
S 1.730 -0.073 -1.271
S 2.570 1.425 -3.748
S -0.436 2.471 -0.846
O -1.080 -1.427 -0.668
N -1.881 -0.338 -1.130
C -1.827 -0.195 -2.575
C -2.907 0.213 -3.276
C -4.191 0.423 -2.720
C -4.293 0.034 -1.377
C -3.245 -0.386 -0.620
H -0.838 -0.372 -2.969
H -2.746 0.360 -4.341
H -5.035 0.758 -3.300
H -5.262 0.032 -0.879
H -3.306 -0.730 0.399
*
```

=====

Entry from the OMol25 dataset: a molecular structure, C35H37GeI2LuN6O4 (ωB97M-V/def2-TZVPD).

- Strongest force on any atom: 0.8 eV/A
- Energy above the lowest of the compared OMol25 structures with the same formula, charge and spin: 0.00 kJ/mol
- HOMO energy: -0.432 eV
- Orbital gap: 3.94 eV
- E: -160368.922 eV

Geometry as ORCA input:
```
! wB97M-V def2-TZVPD RIJCOSX def2/J DEFGRID3
* xyz -2 1
Lu 0.048 -0.235 0.553
O 3.513 0.909 -2.750
C 2.870 1.948 -3.354
C 3.328 2.469 -4.559
C 2.685 3.549 -5.146
C 1.584 4.118 -4.523
C 1.138 3.590 -3.320
C 1.755 2.498 -2.719
C 1.191 1.945 -1.439
O 0.952 0.694 -1.386
N 0.974 2.842 -0.521
N 0.454 2.229 0.628
C 0.391 3.040 1.621
C -0.017 2.738 2.973
C -0.104 3.804 3.875
C -0.469 3.622 5.194
C -0.743 2.321 5.630
C -0.655 1.248 4.777
C -0.297 1.408 3.408
O -0.241 0.396 2.632
H 4.319 0.704 -3.233
H 4.199 2.023 -5.028
H 3.053 3.945 -6.085
H 1.076 4.966 -4.966
H 0.289 4.022 -2.807
H 0.706 4.071 1.434
H 0.122 4.801 3.508
H -0.537 4.463 5.872
H -1.029 2.150 6.663
H -0.862 0.239 5.111
I 7.292 -3.883 1.104
C 5.571 -2.695 1.118
C 5.300 -1.891 2.210
C 4.159 -1.107 2.206
I 3.724 0.111 3.833
C 3.250 -1.079 1.124
O 2.223 -0.326 1.120
C 3.567 -1.931 0.019
C 2.652 -1.913 -1.175
N 1.265 -2.191 -0.833
C 1.022 -3.495 -0.225
C -0.308 -3.468 0.489
C -1.230 -4.482 0.326
C -2.428 -4.385 1.112
C -2.690 -3.283 1.837
C -1.802 -2.065 1.756
N -0.449 -2.394 1.254
C 4.699 -2.718 0.032
H 5.964 -1.869 3.063
H 3.053 -2.632 -1.915
H 2.672 -0.917 -1.616
H 0.656 -2.054 -1.634
H 1.815 -3.666 0.509
H 1.057 -4.317 -0.958
H -1.017 -5.332 -0.309
H -3.121 -5.224 1.140
H -3.583 -3.227 2.455
H -1.676 -1.642 2.761
H 4.903 -3.359 -0.818
C -3.294 2.077 1.720
Ge -3.735 0.161 1.491
C -4.486 -0.356 3.258
C -5.300 0.207 0.257
C -2.325 -0.948 0.821
H -4.218 2.649 1.847
H -2.766 2.463 0.846
H -2.662 2.249 2.590
H -5.271 0.350 3.541
H -3.713 -0.328 4.027
H -4.908 -1.362 3.236
H -6.157 0.667 0.757
H -5.578 -0.800 -0.055
H -5.086 0.796 -0.638
H -2.715 -1.474 -0.063
C 0.634 -0.928 -4.123
C -0.762 -0.616 -3.714
N -1.272 -0.760 -2.515
C -2.578 -0.344 -2.605
C -2.855 0.072 -3.870
N -1.685 -0.111 -4.577
H 1.310 -0.564 -3.351
H 0.886 -0.439 -5.067
H 0.777 -2.004 -4.246
H -3.222 -0.352 -1.743
H -3.742 0.480 -4.320
H -1.513 0.131 -5.534
*
```

=====

Entry from the OMol25 dataset: 2 unconnected molecules or ions with the total composition C5H8O (ωB97M-V/def2-TZVPD).

- Strongest force on any atom: 0.9 eV/A
- Energy above the lowest of the compared OMol25 structures with the same formula, charge and spin: 200.37 kJ/mol
- Structure (SMILES): CC=C=O.C=C
- HOMO energy: -8.686 eV
- Orbital gap: 9.56 eV
- E: -7360.179 eV

Geometry as ORCA input:
```
! wB97M-V def2-TZVPD RIJCOSX def2/J DEFGRID3
* xyz 0 1
C 0.232 -0.914 2.368
C 0.120 -0.487 0.927
C -0.922 1.172 -1.691
C -0.238 0.243 -2.353
C 1.075 0.220 0.362
O 1.956 0.853 -0.077
H 0.453 -1.983 2.458
H 1.027 -0.363 2.876
H -0.702 -0.712 2.901
H -0.728 -0.766 0.315
H -1.933 0.996 -1.331
H -0.487 2.141 -1.457
H -0.658 -0.737 -2.568
H 0.782 0.419 -2.687
*
```

=====

Entry from the OMol25 dataset: a molecular structure, CHI2P (ωB97M-V/def2-TZVPD).

- Strongest force on any atom: 0.7 eV/A
- Energy above the lowest of the compared OMol25 structures with the same formula, charge and spin: 0.00 kJ/mol
- HOMO energy: -9.051 eV
- Orbital gap: 8.51 eV
- E: -26541.635 eV

Geometry as ORCA input:
```
! wB97M-V def2-TZVPD RIJCOSX def2/J DEFGRID3
* xyz 0 1
C 0.349 0.054 0.000
P -1.038 1.001 0.000
I 2.205 1.056 0.000
I 0.448 -2.058 0.000
H -1.964 -0.053 0.000
*
```

=====

Which formula does entry 1 have? C6H14FNP

=====

Among the records above, which one has the lowest strongest force on any atom? C22H38O5Sc

=====

Number 5 is which compound? C25H34NOS5V